DFT (ωB97M-V with the def2-TZVPD basis set) results for a 2-piece molecular cluster, C7H11N2 overall at a distorted geometry.

Last column: Mulliken charge in e.
Atoms and positions in Å:
C: 1.01 2.37 -1.61  -0.35
C: -0.21 1.77 -1.45  -0.24
C: 0.96 1.18 0.25  -0.13
C: -2.17 -0.24 0.60  0.26
C: -1.16 0.30 0.26  0.32
C: -3.37 -0.95 1.15  -1.13
C: 1.96 -2.42 0.29  -0.82
N: 1.73 1.97 -0.50  -0.09
N: -0.22 1.07 -0.29  -0.02
H: 1.41 2.93 -2.50  0.36
H: -0.96 1.74 -2.22  0.41
H: 1.31 0.65 1.27  0.39
H: 2.35 -2.40 1.30  0.25
H: -3.45 -0.49 2.24  0.27
H: -4.20 -0.56 0.51  0.31
H: -3.06 -1.94 1.06  0.34
H: 1.90 -1.42 -0.18  0.10
H: 2.69 -3.02 -0.37  0.28
H: 0.93 -2.99 0.30  0.20
H: 2.54 2.44 -0.12  0.29

2S+1: 1
Net charge: +1
E_HOMO in Ha: -0.507
Energy relative to the best compared isomer or geometry (same formula, charge and spin) in kJ/mol: 368.4
Orbital gap in eV: 10.30
Lowest unoccupied orbital energy in eV: -3.50



DFT (ωB97M-V with the def2-TZVPD basis set) results for a 2-piece molecular cluster, C19H39IN2O5 overall at a distorted geometry.

Last column: Mulliken charge in e.
Atoms and positions in Å:
C: -1.16 -6.46 0.70  -1.06
C: -2.14 -5.27 0.04  0.33
C: -3.31 -5.95 -0.92  -1.23
C: -2.77 -4.27 1.21  -0.80
C: -1.93 -2.83 1.10  0.78
C: -0.42 -3.11 1.77  -1.15
C: -2.70 -1.57 1.81  -0.93
O: -1.89 -0.35 1.97  -0.08
C: -2.06 0.60 0.86  -0.64
N: -1.67 0.06 -0.51  0.08
C: -0.22 -0.36 -0.64  -0.67
C: 0.80 0.47 0.40  -0.22
C: 0.26 2.00 0.45  0.32
O: 1.04 2.99 1.15  -0.35
C: 2.34 2.60 1.64  -0.17
C: 3.55 2.45 0.55  -0.81
N: 3.15 2.48 -0.90  0.02
C: 3.28 3.85 -1.54  -0.75
C: 2.33 3.80 -2.92  0.35
C: 2.66 2.47 -3.86  -0.99
O: 2.43 5.02 -3.73  -0.49
C: -1.31 2.04 1.03  -0.18
C: -1.44 2.74 2.50  -0.88
C: -0.64 2.04 3.73  0.14
O: 0.21 1.01 3.69  -0.45
I: -1.04 2.86 5.76  0.04
H: -0.48 -6.82 -0.22  0.30
H: -0.41 -5.99 1.47  0.27
H: -1.76 -7.38 1.10  0.30
H: -1.42 -4.69 -0.71  0.17
H: -4.00 -5.14 -1.45  0.31
H: -3.92 -6.77 -0.35  0.30
H: -2.72 -6.50 -1.80  0.34
H: -3.88 -4.07 0.88  0.28
H: -2.67 -4.73 2.28  0.41
H: -1.83 -2.64 -0.07  0.08
H: -0.56 -4.04 2.47  0.41
H: -0.03 -2.17 2.37  0.22
H: 0.34 -3.36 0.88  0.19
H: -3.11 -1.97 2.85  0.23
H: -3.64 -1.28 1.17  0.35
H: -3.23 0.84 0.81  0.37
H: -1.80 0.87 -1.18  0.57
H: -2.37 -0.67 -0.82  0.48
H: 0.13 -0.01 -1.72  0.44
H: -0.02 -1.50 -0.48  0.08
H: 1.87 0.31 -0.04  0.34
H: 0.75 -0.13 1.41  0.11
H: 0.19 2.35 -0.69  -0.22
H: 2.35 1.64 2.36  0.13
H: 2.69 3.48 2.37  0.40
H: 4.16 1.45 0.73  0.32
H: 4.35 3.32 0.70  0.29
H: 3.73 1.76 -1.38  0.30
H: 2.84 4.73 -0.90  0.26
H: 4.41 4.01 -1.86  0.35
H: 1.18 3.69 -2.63  0.01
H: 3.76 2.44 -4.27  0.29
H: 2.47 1.44 -3.29  0.17
H: 1.95 2.43 -4.81  0.32
H: 1.49 5.17 -4.08  0.37
H: -1.88 2.78 0.28  0.28
H: -1.11 3.89 2.48  0.43
H: -2.60 2.75 2.80  0.48
O: 4.13 5.72 -6.19  -1.10
H: 3.31 5.45 -5.80  0.16

2S+1: 1
Net charge: 0
E_HOMO in Ha: -0.121
Energy relative to the best compared isomer or geometry (same formula, charge and spin) in kJ/mol: 546.7
Orbital gap in eV: 1.56
Lowest unoccupied orbital energy in eV: -1.74



DFT (ωB97M-V with the def2-TZVPD basis set) results for one molecule with the formula C20H29N3O3S.

Last column: Mulliken charge in e.
Atoms and positions in Å:
C: 5.89 -2.16 -1.22  -1.32
C: 4.66 -1.87 -0.37  -0.60
C: 3.35 -1.90 -1.16  0.14
C: 2.10 -1.97 -0.27  -1.30
C: 2.03 -0.99 0.89  0.29
O: 2.83 -1.05 1.81  -0.60
N: 0.86 -0.26 0.99  0.30
C: 0.49 0.61 -0.14  -0.55
C: 0.57 0.27 2.33  -0.34
C: -0.94 0.35 2.58  -1.43
N: -1.28 1.73 2.21  0.11
C: -2.09 2.10 1.18  0.67
O: -2.04 3.21 0.67  -0.70
C: -3.11 1.10 0.73  -0.43
C: -3.69 1.27 -0.45  -0.40
C: -4.69 0.37 -1.00  0.40
C: -5.44 0.43 -2.13  -0.66
C: -6.23 -0.75 -2.07  0.71
C: -7.26 -1.22 -3.06  -1.07
N: -5.98 -1.44 -1.00  -0.57
O: -5.00 -0.73 -0.31  -0.14
C: -0.19 2.60 2.64  -1.14
C: 1.05 1.70 2.59  0.98
C: 2.21 1.96 3.50  -0.88
C: 2.35 2.18 2.02  -0.90
S: 3.36 -0.48 -2.29  -0.09
C: 1.96 -0.86 -3.37  -0.82
H: 6.79 -2.17 -0.61  0.41
H: 5.80 -3.13 -1.72  0.33
H: 6.03 -1.40 -2.00  0.31
H: 4.59 -2.61 0.43  0.39
H: 4.75 -0.91 0.14  0.23
H: 3.35 -2.80 -1.78  0.55
H: 1.19 -1.90 -0.87  0.37
H: 2.10 -2.95 0.22  0.46
H: 1.25 0.55 -0.92  0.04
H: -0.47 0.33 -0.57  0.23
H: 0.44 1.64 0.19  0.34
H: 1.05 -0.43 3.02  0.86
H: -1.49 -0.38 2.00  0.51
H: -1.14 0.21 3.64  0.32
H: -3.38 0.27 1.37  0.62
H: -3.41 2.13 -1.05  0.42
H: -5.43 1.19 -2.89  0.35
H: -7.33 -0.53 -3.89  0.30
H: -6.99 -2.21 -3.44  0.29
H: -8.24 -1.30 -2.58  0.29
H: -0.14 3.46 1.98  0.48
H: -0.38 2.94 3.66  0.38
H: 2.16 2.83 4.14  0.34
H: 2.72 1.10 3.92  0.24
H: 2.94 1.45 1.47  0.11
H: 2.39 3.19 1.66  0.29
H: 1.99 -0.15 -4.18  0.38
H: 2.06 -1.87 -3.78  0.30
H: 1.01 -0.77 -2.86  0.23

2S+1: 1
Net charge: 0
E_HOMO in Ha: -0.322
Energy relative to the best compared isomer or geometry (same formula, charge and spin) in kJ/mol: 283.4
Orbital gap in eV: 8.67
Lowest unoccupied orbital energy in eV: -0.09



DFT (ωB97M-V with the def2-TZVPD basis set) results for a 8-piece molecular cluster, C68H150F9N3O9P2 overall at a distorted geometry.

Last column: Mulliken charge in e.
Atoms and positions in Å:
C: 4.08 -2.18 6.10  -1.39
C: 4.38 -1.09 5.11  0.42
N: 5.13 -1.54 3.88  0.93
C: 6.41 -2.22 4.24  -1.13
C: 4.28 -2.60 3.18  -0.18
C: 4.33 -2.66 1.63  -1.37
C: 5.46 -0.38 3.02  -1.10
C: 4.26 0.36 2.46  1.59
O: 3.78 1.43 3.22  0.18
C: 4.57 2.61 3.25  -1.00
H: 3.86 -3.12 5.60  0.32
H: 3.13 -1.93 6.57  -0.05
H: 4.90 -2.36 6.81  0.39
H: 5.02 -0.28 5.49  0.66
H: 3.46 -0.65 4.78  -0.31
H: 6.74 -2.70 3.34  0.46
H: 6.33 -2.98 4.97  0.38
H: 7.17 -1.51 4.49  0.35
H: 3.26 -2.44 3.56  -0.57
H: 4.61 -3.58 3.58  0.55
H: 5.35 -2.81 1.34  0.54
H: 3.91 -1.72 1.21  0.05
H: 3.68 -3.49 1.34  0.43
H: 6.05 -0.79 2.22  0.33
H: 6.11 0.30 3.63  0.44
H: 3.43 -0.40 2.43  -1.46
H: 4.51 0.62 1.39  0.21
H: 4.81 2.77 2.18  0.39
H: 5.45 2.44 3.92  0.27
H: 3.95 3.41 3.66  0.23
C: 0.44 -5.13 -0.23  1.07
C: 0.07 -6.44 -0.81  -1.61
N: -0.18 -7.49 0.20  0.50
C: 0.02 -8.88 -0.43  -1.03
C: 0.84 -7.36 1.29  -0.60
C: 2.29 -7.36 0.98  -1.52
C: -1.50 -7.26 0.83  0.20
C: -2.65 -7.91 0.11  -1.49
O: -2.73 -9.32 0.37  -0.41
C: -3.91 -9.85 -0.21  -0.76
H: -0.29 -4.71 0.50  -0.40
H: 0.37 -4.44 -1.03  -0.59
H: 1.41 -5.11 0.21  0.62
H: 0.84 -6.84 -1.47  0.56
H: -0.85 -6.32 -1.45  0.33
H: 0.08 -9.64 0.38  0.32
H: 1.06 -8.87 -0.78  0.53
H: -0.75 -8.99 -1.22  0.33
H: 0.54 -8.15 1.95  0.87
H: 0.67 -6.39 1.75  0.38
H: 2.70 -8.37 1.02  0.39
H: 2.84 -6.89 1.79  0.35
H: 2.46 -6.85 0.00  0.31
H: -1.58 -6.21 1.08  -0.11
H: -1.46 -7.75 1.83  0.50
H: -2.72 -7.71 -0.99  0.45
H: -3.50 -7.36 0.50  0.83
H: -4.54 -8.99 -0.47  0.37
H: -4.40 -10.44 0.61  0.27
H: -3.81 -10.49 -1.10  0.27
C: -2.85 -0.82 3.64  -1.89
C: -1.57 -0.53 4.39  0.14
N: -1.19 0.94 4.80  0.60
C: -2.17 1.44 5.76  -0.98
C: 0.17 1.06 5.37  0.62
C: 0.31 0.26 6.62  -1.81
C: -1.21 1.72 3.55  -0.15
C: -0.60 3.09 3.55  -0.70
O: 0.72 3.17 3.19  -0.33
C: 0.95 2.97 1.77  -0.90
H: -3.80 -0.65 4.17  0.36
H: -2.85 -1.91 3.52  0.50
H: -2.91 -0.37 2.66  0.12
H: -0.69 -0.81 3.75  -0.09
H: -1.51 -0.92 5.35  0.76
H: -1.91 2.43 6.11  0.34
H: -2.16 0.75 6.67  0.41
H: -3.22 1.38 5.44  0.34
H: 0.37 2.12 5.53  0.71
H: 0.88 0.64 4.70  -0.39
H: 1.37 0.12 6.75  0.45
H: -0.17 -0.73 6.64  0.24
H: -0.05 0.84 7.50  0.42
H: -2.28 1.85 3.43  0.51
H: -0.85 1.13 2.71  -0.28
H: -0.75 3.53 4.47  0.76
H: -1.28 3.55 2.79  -0.06
H: 0.66 1.95 1.43  0.51
H: 2.03 2.98 1.61  0.10
H: 0.53 3.69 1.12  0.37
C: -2.54 1.51 -1.72  -0.74
C: -1.66 2.51 -0.99  1.01
C: -1.91 3.92 -1.43  1.06
C: -3.27 4.45 -0.87  -1.08
P: -3.82 6.11 -1.16  1.12
C: -3.67 6.38 -2.97  -1.14
C: -4.56 5.46 -3.79  -0.33
C: -4.61 5.91 -5.25  -0.72
C: -5.34 7.26 -5.37  -1.26
C: -5.60 6.37 -0.82  -1.49
C: -6.65 5.25 -0.92  -0.73
C: -6.62 4.31 0.26  -0.17
C: -7.39 3.00 -0.08  -1.38
C: -2.79 7.31 -0.25  -1.07
C: -1.32 7.25 -0.74  0.41
C: -0.32 8.22 -0.08  -0.78
C: 0.18 7.82 1.32  -1.11
H: -2.47 1.61 -2.81  0.28
H: -3.61 1.64 -1.44  0.35
H: -2.20 0.50 -1.45  -0.60
H: -0.61 2.27 -0.99  -0.60
H: -1.88 2.49 0.09  -0.15
H: -1.78 4.00 -2.52  0.29
H: -1.16 4.59 -1.01  -1.12
H: -3.30 4.21 0.23  0.51
H: -4.13 3.85 -1.26  0.43
H: -2.61 6.42 -3.28  0.57
H: -4.15 7.33 -3.20  0.74
H: -5.60 5.58 -3.45  -0.07
H: -4.41 4.41 -3.72  0.37
H: -5.08 5.15 -5.86  0.43
H: -3.60 6.06 -5.73  0.31
H: -4.70 8.13 -5.22  0.32
H: -6.18 7.34 -4.73  0.32
H: -5.71 7.42 -6.38  0.41
H: -5.76 7.22 -1.46  0.59
H: -5.55 6.93 0.11  0.78
H: -6.54 4.77 -1.88  0.36
H: -7.62 5.75 -1.03  0.59
H: -7.12 4.81 1.11  0.46
H: -5.68 4.05 0.63  0.08
H: -7.70 2.42 0.78  0.46
H: -6.75 2.27 -0.63  0.26
H: -8.35 3.22 -0.59  0.30
H: -2.98 7.09 0.79  0.52
H: -3.13 8.32 -0.41  0.57
H: -1.37 7.45 -1.80  0.29
H: -1.10 6.24 -0.49  -0.59
H: -0.84 9.18 -0.10  0.45
H: 0.59 8.26 -0.75  0.39
H: 0.89 7.01 1.18  0.24
H: -0.63 7.36 1.89  0.24
H: 0.55 8.73 1.81  0.40
C: 1.28 5.45 -2.24  0.06
C: 2.72 5.22 -2.80  -1.31
C: 2.89 3.91 -3.56  0.20
C: 2.97 2.69 -2.67  -0.82
P: 3.11 1.05 -3.48  0.45
C: 4.44 1.19 -4.74  -0.61
C: 5.80 1.65 -4.30  -0.43
C: 6.68 1.97 -5.47  -0.68
C: 6.31 3.30 -6.15  -1.17
C: 1.58 0.47 -4.20  0.05
C: 0.47 1.45 -4.68  0.60
C: -0.52 0.65 -5.54  -0.38
C: -0.01 0.22 -6.95  -1.34
C: 3.78 0.01 -2.15  -0.25
C: 4.18 -1.43 -2.39  -1.40
C: 3.03 -2.37 -2.82  1.01
C: 3.44 -3.81 -2.61  -1.41
H: 1.29 6.33 -1.56  -0.10
H: 1.16 4.67 -1.50  -0.24
H: 0.49 5.61 -3.00  0.35
H: 3.42 5.29 -1.97  0.40
H: 2.97 5.98 -3.56  0.43
H: 3.83 3.99 -4.14  -0.05
H: 2.12 3.76 -4.29  0.21
H: 2.10 2.49 -2.06  -0.43
H: 3.75 2.67 -1.94  1.35
H: 4.05 1.90 -5.53  0.38
H: 4.49 0.22 -5.30  0.65
H: 6.30 0.81 -3.82  0.18
H: 5.84 2.43 -3.52  0.38
H: 6.73 1.12 -6.16  0.35
H: 7.73 2.06 -5.18  0.41
H: 6.51 4.21 -5.58  0.32
H: 5.24 3.37 -6.27  0.26
H: 6.65 3.46 -7.16  0.38
H: 1.17 -0.16 -3.39  -0.27
H: 1.88 -0.05 -5.13  0.40
H: 0.83 2.35 -5.26  0.29
H: -0.05 1.92 -3.84  -0.36
H: -1.46 1.14 -5.78  0.58
H: -0.75 -0.29 -4.98  -0.12
H: 0.45 1.06 -7.47  0.31
H: -0.85 -0.24 -7.51  0.42
H: 0.84 -0.51 -6.94  0.29
H: 2.92 0.13 -1.46  -0.39
H: 4.66 0.66 -1.95  0.83
H: 4.64 -1.75 -1.44  0.23
H: 5.00 -1.47 -3.12  0.36
H: 2.77 -2.15 -3.86  0.08
H: 2.17 -2.14 -2.15  -0.39
H: 3.34 -4.03 -1.54  0.06
H: 4.41 -3.90 -2.99  0.50
H: 2.80 -4.59 -3.08  0.32
C: 0.72 -0.96 -0.65  -0.37
O: 0.09 -2.00 -1.47  0.86
O: 0.93 0.19 -1.34  -0.19
C: -0.19 -0.81 0.66  -0.45
F: 0.57 -0.31 1.67  -0.18
F: -1.27 -0.07 0.58  0.13
F: -0.58 -1.99 1.06  0.15
C: -1.15 -1.89 -2.17  1.60
C: -1.30 -3.15 -2.95  -1.40
H: -1.54 -4.00 -2.34  -0.29
H: -2.21 -3.05 -3.57  0.28
H: -0.47 -3.28 -3.66  0.51
H: -1.13 -0.99 -2.79  -0.68
H: -2.01 -1.89 -1.51  -0.57
H: 1.63 -1.41 -0.26  -0.48
C: -4.51 -3.16 -0.14  0.99
O: -4.37 -3.54 -1.59  -0.14
O: -5.70 -2.95 0.35  -0.94
C: -3.71 -4.42 0.43  0.66
F: -3.07 -4.11 1.60  -0.23
F: -4.58 -5.40 0.79  -0.34
F: -2.72 -4.89 -0.47  -0.18
C: -5.49 -3.87 -2.29  -0.31
C: -5.73 -3.15 -3.55  -1.26
H: -4.85 -3.13 -4.25  0.23
H: -6.65 -3.45 -4.04  0.41
H: -5.77 -2.08 -3.25  0.26
H: -6.39 -3.71 -1.62  0.33
H: -5.40 -4.94 -2.53  0.19
H: -3.73 -2.34 -0.04  -0.58
C: 0.96 -2.67 4.57  -0.20
O: 1.44 -3.42 5.73  -0.27
O: 1.39 -1.50 4.25  0.65
C: 1.05 -3.76 3.42  -0.07
F: -0.15 -4.39 3.24  -0.13
F: 1.46 -3.29 2.22  0.44
F: 2.06 -4.73 3.75  -0.36
C: 0.92 -3.10 7.03  0.21
C: 1.16 -4.23 8.01  -1.67
H: 2.20 -4.46 8.09  0.35
H: 0.77 -3.78 8.91  0.43
H: 0.58 -5.16 7.83  0.31
H: -0.14 -2.93 6.97  0.32
H: 1.45 -2.18 7.47  0.05
H: -0.20 -2.60 4.72  0.03

2S+1: 1
Net charge: +2
E_HOMO in Ha: -0.337
Orbital gap in eV: 5.86
Lowest unoccupied orbital energy in eV: -3.31



DFT (ωB97M-V with the def2-TZVPD basis set) results for a 6-piece molecular cluster, C8H27O9 overall at a distorted geometry.

Last column: Mulliken charge in e.
Atoms and positions in Å:
O: -0.30 -0.46 -0.18  -1.00
H: -0.17 0.47 -0.45  0.20
C: -3.90 -0.30 -0.04  -0.63
O: -2.84 0.12 -0.86  -0.55
H: -4.29 0.52 0.57  0.24
H: -4.71 -0.61 -0.69  0.28
H: -3.64 -1.15 0.60  0.19
H: -2.00 -0.04 -0.42  0.35
C: 0.53 3.69 -1.88  -0.32
O: 1.30 4.66 -2.53  -0.56
H: -0.25 3.27 -2.52  0.29
H: 1.14 2.91 -1.42  0.06
H: -0.01 4.26 -1.13  0.23
H: 1.83 4.16 -3.15  0.31
C: -0.51 -3.46 1.42  -0.31
C: -1.41 -3.61 0.14  -0.27
O: -0.88 -2.98 -1.02  -0.62
O: -0.70 -2.18 2.01  -0.61
H: 0.55 -3.55 1.17  0.18
H: -0.73 -4.18 2.21  0.35
H: -2.40 -3.21 0.34  0.09
H: -1.56 -4.67 -0.09  0.38
H: -0.73 -2.05 -0.81  0.33
H: -0.56 -1.52 1.33  0.35
C: 2.98 0.09 -1.68  -0.52
C: 3.20 -1.30 -1.14  -0.30
O: 2.41 -1.47 0.10  -0.55
O: 1.60 0.28 -2.13  -0.65
H: 3.74 0.41 -2.39  0.46
H: 3.19 0.77 -0.86  0.20
H: 4.27 -1.40 -0.97  0.35
H: 2.84 -2.03 -1.86  0.23
H: 1.49 -1.23 0.01  0.38
H: 1.00 0.05 -1.42  0.35
C: 0.54 2.19 1.81  -0.19
C: -0.62 1.57 2.67  -0.44
O: -1.61 0.95 1.81  -0.57
O: 1.48 1.21 1.39  -0.53
H: 1.00 2.92 2.47  0.43
H: 0.21 2.79 0.95  -0.01
H: -1.21 2.22 3.32  0.40
H: -0.13 0.86 3.33  0.21
H: -1.11 0.43 1.16  0.34
H: 0.95 0.64 0.83  0.45

2S+1: 1
Net charge: -1
E_HOMO in Ha: -0.233
Energy relative to the best compared isomer or geometry (same formula, charge and spin) in kJ/mol: 13.0
Orbital gap in eV: 9.36
Lowest unoccupied orbital energy in eV: 3.03